{
  "formula": "C24H23FN2O5",
  "method": "ωB97M-V with the def2-TZVPD basis set",
  "species": ["F", "O", "O", "O", "O", "O", "N", "N", "C", "C", "C", "C", "C", "C", "C", "C", "C", "C", "C", "C", "C", "C", "C", "C", "C", "C", "C", "C", "C", "C", "C", "C", "H", "H", "H", "H", "H", "H", "H", "H", "H", "H", "H", "H", "H", "H", "H", "H", "H", "H", "H", "H", "H", "H", "H"],
  "coordinates": [[5.739081, 3.373801, -2.483136], [-3.704634, 3.722107, 1.652460], [-7.091784, 0.130068, 0.406793], [4.970708, -0.078561, 1.689010], [-3.322274, -0.615560, -2.399039], [2.951180, -3.372271, 0.343031], [-1.830055, 2.512432, 1.551870], [-1.166049, 1.391398, 1.266855], [2.181294, -2.285848, 0.628298], [0.819292, -2.185718, 0.357079], [2.346024, -4.490742, -0.263580], [-3.175445, 1.043580, -0.624181], [5.537128, 2.503277, -1.467899], [4.318214, -1.319138, 1.535518], [0.054905, 1.256605, 1.601146], [-7.837917, -0.823933, -0.310072], [-5.135359, 1.357353, 0.750812], [-3.154509, 2.719530, 1.248358], [4.859791, 1.326304, -1.713929], [5.118120, 0.723736, 0.600106], [-3.824173, 1.669406, 0.439419], [-3.851017, 0.075385, -1.350002], [4.648252, 0.433198, -0.677031], [-2.007357, -0.317343, -2.804226], [0.126594, -1.036307, 0.678324], [6.012411, 2.814922, -0.205646], [5.800226, 1.922350, 0.823360], [2.135431, -0.065607, 1.557020], [2.842382, -1.205969, 1.236235], [0.772469, 0.044333, 1.277948], [-5.814126, 0.379589, 0.020467], [-5.166493, -0.262060, -1.023348], [6.538556, 3.741796, -0.042283], [4.110542, -0.479125, -0.877189], [-1.376441, 3.253971, 2.095379], [-2.167039, 1.325051, -0.871120], [-7.387051, -1.819274, -0.243669], [-5.639244, 1.860715, 1.559243], [1.562783, -4.915582, 0.371085], [3.143493, -5.221297, -0.388826], [2.655460, 0.756259, 2.027257], [0.290502, -3.004669, -0.104130], [-7.943753, -0.542311, -1.362423], [0.606430, 2.044735, 2.127732], [4.457449, -1.823661, 2.497944], [-1.284174, -0.507055, -2.004406], [-0.930800, -0.960192, 0.479602], [-8.820462, -0.841733, 0.158734], [6.158039, 2.130650, 1.818968], [4.499902, 1.111826, -2.707752], [4.806996, -1.927038, 0.763606], [-1.802116, -0.980984, -3.643038], [-1.915738, 0.721603, -3.135860], [-5.643166, -1.023931, -1.617663], [1.927501, -4.240078, -1.243232]],
  "forces_ev_per_a": [[-0.003, -0.033, 0.055], [-0.083, -0.026, 0.001], [0.174, 0.202, 0.140], [-0.032, 0.126, 0.216], [-0.316, -0.039, 0.116], [0.082, 0.315, 0.179], [0.460, 0.959, 0.533], [0.431, -0.771, -0.026], [0.018, 0.376, 0.143], [0.122, -0.278, -0.105], [-0.079, -0.204, -0.106], [0.053, -0.143, -0.393], [-0.072, -0.129, 0.022], [-0.009, -0.382, -0.043], [-0.490, 0.810, 0.184], [-0.108, -0.145, -0.106], [0.118, 0.065, 0.067], [0.066, 0.067, 0.108], [0.186, 0.354, -0.078], [0.134, 0.306, -0.269], [-0.576, -0.301, -0.216], [-0.031, 0.201, 0.171], [0.035, -0.180, 0.297], [0.191, 0.055, -0.069], [0.143, 0.249, 0.154], [-0.066, -0.001, -0.246], [-0.161, -0.290, 0.046], [-0.335, -0.063, -0.068], [0.126, -0.295, -0.068], [0.335, -0.725, -0.181], [0.297, 0.038, -0.106], [-0.155, -0.084, -0.008], [0.055, 0.098, 0.001], [-0.048, -0.092, -0.006], [-0.250, -0.221, -0.208], [0.041, -0.063, -0.063], [-0.007, 0.037, -0.014], [-0.061, 0.084, 0.097], [0.018, 0.030, -0.028], [-0.098, 0.016, -0.018], [0.086, 0.105, 0.028], [-0.036, -0.094, -0.041], [0.016, -0.015, 0.032], [-0.075, 0.028, -0.023], [0.035, 0.006, -0.187], [-0.022, 0.024, -0.022], [-0.138, -0.036, -0.044], [0.059, -0.036, -0.068], [0.050, 0.029, 0.120], [-0.026, 0.002, -0.104], [-0.008, 0.111, 0.114], [0.040, 0.066, 0.058], [0.006, -0.026, 0.029], [-0.095, -0.090, -0.045], [0.004, 0.001, 0.049]],
  "lowdin_charge": [0.0472, 0.0823, -0.0748, -0.0447, -0.0800, -0.0848, 0.0560, 0.0392, -0.2266, -0.0022, -0.0755, 0.0108, -0.2857, -0.1302, -0.0874, -0.0874, 0.0586, -0.4165, -0.0013, -0.2763, -0.1311, -0.2584, -0.0034, -0.0802, -0.0220, -0.0071, 0.0023, 0.0293, -0.1318, -0.2001, -0.2595, 0.0625, 0.1185, 0.1129, 0.1637, 0.1003, 0.0955, 0.1310, 0.0981, 0.0956, 0.1282, 0.1051, 0.0965, 0.1290, 0.1465, 0.0799, 0.1060, 0.0931, 0.1202, 0.1192, 0.1334, 0.0939, 0.0990, 0.1157, 0.0975],
  "total_energy_ha": -1513.875255,
  "multiplicity": 1,
  "max_force_ev_per_a": 1.190,
  "lumo_energy_ev": 0.3,
  "smiles": "COc1cc(OC)cc(C(=O)N/N=C/c2ccc(OC)c(COc3ccc(F)cc3)c2)c1",
  "mol_weight_g_mol": 438.455
}

***

{
  "formula": "C24H23N3O4S",
  "method": "ωB97M-V with the def2-TZVPD basis set",
  "species": ["S", "O", "O", "O", "O", "N", "N", "N", "C", "C", "C", "C", "C", "C", "C", "C", "C", "C", "C", "C", "C", "C", "C", "C", "C", "C", "C", "C", "C", "C", "C", "C", "H", "H", "H", "H", "H", "H", "H", "H", "H", "H", "H", "H", "H", "H", "H", "H", "H", "H", "H", "H", "H", "H", "H"],
  "coordinates": [[-1.617886, -1.958737, -2.013364], [-0.549129, 3.541432, -1.798085], [-2.006139, 1.317327, 1.572352], [2.656318, -3.256841, -1.317171], [1.490182, 2.875936, -1.144435], [1.856923, 0.518994, 4.213335], [-1.697678, 0.642945, 3.702072], [-3.278258, -1.321148, -0.137500], [-0.295268, 2.195676, 0.171121], [3.109252, -1.297972, 0.070753], [-2.136042, -1.966461, -0.331533], [2.054388, 3.506173, -2.284443], [2.140174, 2.604980, -3.481008], [2.297296, -2.065033, -0.754406], [1.362180, 0.335771, 0.333090], [2.641086, -0.112963, 0.613806], [0.563551, -0.423318, -0.510598], [0.235646, 1.145959, 2.351440], [0.798731, 1.571245, 1.009435], [-2.779334, 2.369929, -0.367060], [3.949577, -3.753409, -1.067747], [-1.596102, 1.984398, 0.449374], [1.001175, -1.616019, -1.050425], [-3.786554, -1.282144, 1.078547], [-1.434619, -2.587664, 0.701992], [-1.097412, 1.008473, 2.531206], [0.135368, -2.462299, -1.938002], [-1.974038, -2.532112, 1.972427], [1.124876, 0.808433, 3.373865], [-3.180833, -1.875376, 2.174605], [0.152425, 2.933328, -1.022975], [1.791405, 1.333790, -3.501210], [1.611767, 2.288961, 1.164950], [-3.297165, 1.459016, -0.670281], [-3.639405, -1.838377, 3.151143], [1.868206, 0.742634, -4.396944], [4.011774, -4.693898, -1.613030], [4.110023, -3.941771, -0.001445], [-4.721722, -0.745084, 1.170390], [3.280513, 0.456950, 1.270771], [-3.466384, 2.958760, 0.237792], [3.056929, 3.826185, -1.981727], [-0.427512, -0.072730, -0.755752], [4.110779, -1.618861, 0.307890], [0.196016, -3.513144, -1.649710], [0.469092, -2.387217, -2.975347], [4.719782, -3.069521, -1.437185], [-2.661701, 0.361888, 3.632925], [1.414243, 0.833132, -2.625174], [2.520931, 3.099794, -4.364003], [-0.503683, -3.099156, 0.525413], [-1.125585, 0.173030, 4.383312], [-1.458624, -3.003898, 2.797018], [-2.476633, 2.933973, -1.240709], [1.455691, 4.389978, -2.541547]],
  "forces_ev_per_a": [[0.229, -0.029, -0.304], [0.226, -0.042, -0.014], [0.148, -0.179, 0.357], [-0.305, 0.231, -0.033], [0.111, -0.187, 0.166], [0.225, -0.092, 0.283], [-0.136, 0.165, -0.369], [0.030, 0.109, -0.582], [-0.031, -0.255, 0.646], [0.191, -0.303, -0.079], [0.217, -0.195, 0.100], [0.013, 0.366, -0.352], [-0.018, 0.181, 0.287], [-0.206, 0.181, 0.049], [0.207, -0.008, -0.121], [-0.201, 0.095, -0.080], [0.266, -0.012, 0.094], [-0.776, 0.439, -0.867], [-0.110, -0.221, 0.108], [0.047, -0.048, 0.041], [0.207, -0.104, 0.031], [0.364, 0.478, -0.606], [0.243, -0.084, -0.023], [-0.121, -0.109, 0.440], [-0.144, 0.015, 0.034], [0.354, 0.132, 0.461], [-0.564, -0.025, 0.106], [-0.084, 0.032, -0.008], [0.131, -0.160, 0.420], [0.013, -0.065, -0.087], [-0.538, 0.343, -0.343], [-0.014, -0.079, -0.027], [-0.159, -0.096, 0.002], [-0.044, -0.090, -0.007], [-0.066, 0.012, 0.068], [0.050, -0.058, -0.225], [0.056, 0.057, 0.060], [-0.003, 0.027, -0.041], [-0.091, 0.022, 0.115], [0.102, 0.076, 0.082], [-0.055, 0.051, 0.074], [-0.152, -0.017, -0.010], [-0.048, -0.031, -0.023], [0.105, -0.065, 0.009], [0.072, 0.043, -0.080], [-0.042, -0.115, -0.012], [-0.027, -0.014, 0.029], [0.079, -0.054, 0.031], [-0.059, -0.047, 0.201], [0.055, -0.005, -0.165], [0.090, -0.041, -0.036], [-0.009, -0.020, 0.010], [0.033, -0.034, 0.057], [-0.051, -0.038, 0.053], [0.190, -0.133, 0.080]],
  "lowdin_charge": [0.9847, 0.1079, 0.0836, -0.0885, -0.0065, 0.1606, 0.1874, 0.0445, -0.0302, 0.0034, -0.6082, -0.1655, -0.1315, -0.2290, -0.1683, -0.0103, -0.0244, -0.1269, -0.1536, 0.0318, -0.0809, -0.2022, -0.2187, -0.1574, -0.0596, -0.2962, -0.3950, -0.0586, -0.2154, -0.0937, -0.4214, 0.0395, 0.1567, 0.0877, 0.0991, 0.0585, 0.0942, 0.0971, 0.1112, 0.1198, 0.0985, 0.1338, 0.0940, 0.1049, 0.0844, 0.0890, 0.0972, 0.0954, 0.0467, 0.1016, 0.1063, 0.1070, 0.1123, 0.0754, 0.1278],
  "total_energy_ha": -1791.747298,
  "multiplicity": 1,
  "max_force_ev_per_a": 1.244,
  "lumo_energy_ev": 0.6,
  "smiles": "C=CCOC(=O)C1=C(C)OC(N)=C(C#N)[C@H]1c1ccc(OC)c(CSc2ccccn2)c1",
  "mol_weight_g_mol": 449.532
}

***

Looking at energy above the lowest of the compared OMol25 structures with the same formula, charge and spin for the records above, in order, we have 177.10; 333.27 kJ/mol.
Looking at gap between HOMO and LUMO for the records above, in order, we have 8.54; 8.87 eV.